Run w
6
Properties=species:S:1:pos:R:3:lowdin_spin:R:1 method="wB97M-V/def2-TZVPD" lumo_energy_ev="0.05 / -3.35" spin_multiplicity=3
S 1.212 1.809 0.155 1.09
O 2.292 -1.177 -0.963 0.06
O 1.355 -1.443 1.006 0.05
N 1.588 -0.910 -0.035 0.07
C 0.794 0.369 -0.408 0.69
H -0.090 0.165 -1.159 0.04

=====

Run x
6
Properties=species:S:1:pos:R:3:lowdin_spin:R:1 method="wB97M-V/def2-TZVPD" lumo_energy_ev="-0.77 / -3.73" spin_multiplicity=3
S -1.977 -1.361 0.322 1.00
O -2.000 2.092 -0.834 0.14
O -1.090 1.348 0.932 0.05
N -1.730 1.254 -0.045 0.09
C -2.303 -0.011 -0.365 0.50
H -3.137 0.037 -1.880 0.22

=====

Which of them is most stable? Easy: run w.

=====

Run w
13
Properties=species:S:1:pos:R:3:lowdin_spin:R:1 method="wB97M-V/def2-TZVPD" lumo_energy_ev="0.91 / -2.38" spin_multiplicity=3
O -0.032 -1.011 1.524 0.10
O 1.698 -0.482 0.285 0.02
C -0.281 0.271 1.328 0.46
C 0.852 0.655 0.293 0.12
C 1.079 -1.542 0.794 0.02
C -0.173 0.630 -0.726 0.65
C -1.395 1.151 -0.389 0.48
H 0.724 -2.236 0.051 0.00
H 0.110 -0.022 -1.543 0.04
H -1.736 1.962 0.261 0.03
H 1.434 1.538 0.665 0.03
H -2.213 0.978 -1.046 0.03
H 1.730 -2.117 1.394 0.00

=====

Run x
13
Properties=species:S:1:pos:R:3:lowdin_spin:R:1 method="wB97M-V/def2-TZVPD" lumo_energy_ev="0.96 / -3.07" spin_multiplicity=3
O 1.111 -1.416 0.940 0.79
O -1.898 -0.055 -0.808 0.06
C -1.189 -0.897 0.037 0.15
C 2.316 0.719 -0.280 0.31
C 1.060 0.376 -0.594 0.13
C 0.455 -0.723 0.217 0.47
C -2.053 0.119 0.595 0.03
H 0.455 0.919 -1.453 0.00
H -1.486 1.072 0.838 0.00
H 2.971 0.316 0.427 0.03
H -1.616 -1.863 0.072 0.01
H -3.116 -0.109 0.818 0.00
H 2.990 1.542 -0.806 0.02

=====

Which of them is most stable? Easy: run x.

=====

Run w
11
Properties=species:S:1:pos:R:3:nbo_charge:R:1 method="wB97M-V/def2-TZVPD" lumo_energy_ev="-0.44 / -0.32" spin_multiplicity=1
N 1.622 -1.307 0.246 -0.39
N -2.913 -0.258 0.261 -0.29
C 1.520 -0.122 0.444 0.38
C 0.432 0.884 0.638 -0.50
C -0.535 0.230 -0.276 -0.38
C -1.829 -0.004 0.069 0.25
C 0.482 -1.408 -0.518 -0.01
H 0.744 -1.446 -1.623 0.16
H 0.767 1.905 0.383 0.25
H 0.111 0.952 1.713 0.27
H -0.401 0.575 -1.337 0.26

=====

Run x
11
Properties=species:S:1:pos:R:3:nbo_charge:R:1 method="wB97M-V/def2-TZVPD" smiles="C=C=C1C=NN=C1" lumo_energy_ev=-0.56 spin_multiplicity=1
N 2.001 1.055 0.783 -0.25
N 1.793 1.591 -0.518 -0.24
C 0.866 0.917 -1.106 0.04
C 1.224 0.042 0.944 0.05
C -0.816 -0.711 -0.183 0.25
C -2.033 -1.068 0.080 -0.49
C 0.364 -0.132 -0.225 -0.28
H -2.565 -0.322 0.663 0.25
H 0.522 1.147 -2.108 0.21
H -2.520 -1.995 -0.198 0.25
H 1.165 -0.523 1.868 0.21

=====

Run y
11
Properties=species:S:1:pos:R:3:nbo_charge:R:1 method="wB97M-V/def2-TZVPD" lumo_energy_ev=-0.72 spin_multiplicity=1
N -0.949 1.214 0.149 -0.22
N -0.154 0.660 1.061 -0.29
C 2.792 -0.302 -0.059 0.19
C -1.398 0.175 -0.578 -0.08
C -0.757 -1.017 -0.240 -0.22
C 1.526 -0.387 0.159 -0.60
C 0.202 -0.624 0.698 0.02
H 0.541 1.249 1.506 0.41
H -0.810 -1.973 -0.746 0.24
H -2.131 0.346 -1.352 0.22
H 1.137 0.658 -0.597 0.31

=====

Run z
11
Properties=species:S:1:pos:R:3:nbo_charge:R:1 method="wB97M-V/def2-TZVPD" smiles=C#Cc1ccn[nH]1 lumo_energy_ev=0.69 spin_multiplicity=1
N 0.049 -1.369 -1.129 -0.24
N -0.863 -0.863 -0.303 -0.30
C -0.315 -0.200 0.756 0.04
C -0.868 1.121 0.880 -0.05
C -1.097 2.055 0.148 -0.19
C 1.210 -1.116 -0.530 -0.07
C 1.045 -0.445 0.692 -0.28
H 1.799 -0.062 1.363 0.24
H -1.036 2.629 -0.746 0.24
H -1.809 -0.710 -0.621 0.41
H 2.134 -1.319 -1.052 0.21

=====

Which of them is most stable? Easy: run x.

=====

Run w
24
Properties=species:S:1:pos:R:3:nbo_charge:R:1 method="wB97M-V/def2-TZVPD" smiles=CCCCSC.O.O lumo_energy_ev=0.56 spin_multiplicity=1
S -0.254 -0.682 0.305 0.23
O -0.034 -3.406 -5.079 -0.95
O 1.220 -1.832 -2.672 -0.94
C 1.089 0.464 -0.168 -0.78
C 0.719 2.878 2.924 -0.61
C -0.501 2.465 2.125 -0.39
C -1.356 0.334 1.255 -0.55
C -1.092 1.053 2.457 -0.47
H 0.978 1.030 -1.070 0.20
H -0.651 -3.701 -4.484 0.46
H 0.265 -1.915 -2.952 0.47
H 1.137 3.624 2.356 0.21
H -2.079 -0.476 1.357 0.24
H 0.536 -2.714 -4.714 0.48
H -1.778 1.158 3.334 0.23
H 1.507 1.932 3.124 0.18
H 1.283 1.262 0.571 0.23
H 1.326 -0.939 -2.367 0.47
H 1.990 -0.108 -0.269 0.23
H -1.371 3.195 2.453 0.21
H -0.190 0.631 2.968 0.21
H -0.399 2.660 0.953 0.21
H 0.718 3.053 3.949 0.22
H -1.847 0.959 0.362 0.21

=====

Run x
24
Properties=species:S:1:pos:R:3:nbo_charge:R:1 method="wB97M-V/def2-TZVPD" smiles=CCCCSC.O.O lumo_energy_ev=0.48 spin_multiplicity=1
S 2.180 1.087 -0.700 0.17
O -1.369 -2.390 -1.684 -0.94
O -1.539 -2.842 1.612 -0.94
C -1.927 2.028 1.275 -0.61
C -0.157 0.254 0.724 -0.41
C 1.234 0.863 0.850 -0.52
C 1.482 -0.136 -1.824 -0.77
C -1.204 1.234 0.203 -0.42
H 2.171 -0.265 -2.666 0.24
H 0.614 0.219 -2.387 0.22
H -1.936 0.673 -0.401 0.20
H -1.215 2.742 1.714 0.20
H 1.120 1.866 1.270 0.22
H -2.080 -2.982 -1.411 0.47
H -1.942 -1.981 1.736 0.47
H -0.407 -0.116 1.725 0.20
H 1.355 -1.089 -1.325 0.22
H -1.231 -1.848 -0.896 0.47
H -0.105 -0.632 0.094 0.20
H -2.722 2.648 0.868 0.22
H -2.240 1.400 2.108 0.20
H 1.866 0.323 1.555 0.21
H -0.869 -2.946 2.295 0.48
H -0.774 1.846 -0.596 0.22

=====

Which of them is most stable? Easy: run x.

=====

Run w
12
Properties=species:S:1:pos:R:3:nbo_charge:R:1 method="wB97M-V/def2-TZVPD" lumo_energy_ev=1.00 spin_multiplicity=1
N -2.458 1.821 0.907 -0.78
N -0.041 1.786 0.769 -0.84
N 0.768 -1.897 -1.212 -0.62
C -1.265 2.127 1.281 0.31
C 1.760 -2.667 -1.289 -0.03
H 2.758 -2.229 -1.256 0.17
H 0.645 2.249 1.334 0.41
H -0.130 1.290 -0.102 0.42
H -0.080 -2.239 -1.663 0.34
H 1.658 -3.721 -1.602 0.14
H -2.423 0.839 0.589 0.33
H -1.193 2.641 2.246 0.14

=====

Run x
12
Properties=species:S:1:pos:R:3:nbo_charge:R:1 method="wB97M-V/def2-TZVPD" smiles="[H]/N=N/N(C)C" lumo_energy_ev="0.90 / 0.90" spin_multiplicity=1
N 0.092 -0.157 -0.067 -0.32
N -1.734 1.219 -0.458 -0.43
N -0.944 0.447 -1.091 0.05
C -0.094 0.029 1.280 -0.45
C 1.251 -0.731 -0.669 -0.42
H 1.225 -1.859 -1.040 0.17
H -0.966 0.666 1.444 0.25
H 1.143 -0.264 -1.712 0.22
H -0.459 -0.898 1.737 0.19
H -2.469 1.642 -1.056 0.35
H 0.749 0.473 1.853 0.19
H 2.207 -0.567 -0.221 0.21

=====

Which of them is most stable? Easy: run w.

=====

Run w
12
Properties=species:S:1:pos:R:3:nbo_charge:R:1 method="wB97M-V/def2-TZVPD" smiles="C/C=N/NN" lumo_energy_ev=1.21 spin_multiplicity=1
N 1.153 1.167 -0.016 -0.36
N 2.244 0.497 0.607 -0.65
N 0.028 0.569 0.407 -0.32
C -0.554 -0.105 -0.530 0.13
C -1.827 -0.843 -0.258 -0.67
H -1.658 -1.911 -0.416 0.22
H -0.144 -0.183 -1.555 0.17
H 1.946 0.213 1.543 0.33
H 1.148 2.150 0.294 0.35
H -2.167 -0.672 0.767 0.23
H 2.422 -0.380 0.118 0.34
H -2.591 -0.501 -0.961 0.23

=====

Run x
12
Properties=species:S:1:pos:R:3:nbo_charge:R:1 method="wB97M-V/def2-TZVPD" lumo_energy_ev=0.73 spin_multiplicity=1
N -0.316 -0.043 -0.401 -0.31
N 1.924 -0.403 -0.422 -0.70
N -1.242 0.939 -0.720 -0.68
C 0.897 0.166 -0.957 0.25
C -0.260 -0.626 0.922 -0.42
H 1.637 -1.077 0.355 0.30
H -1.294 -0.798 1.287 0.21
H 0.586 -1.542 0.873 0.20
H 0.172 0.141 1.635 0.19
H -1.001 1.878 -0.281 0.36
H 1.092 1.018 -1.706 0.20
H -2.195 0.347 -0.585 0.39

=====

Run y
12
Properties=species:S:1:pos:R:3:nbo_charge:R:1 method="wB97M-V/def2-TZVPD" lumo_energy_ev="0.47 / 0.11" spin_multiplicity=1
N 2.151 -0.475 -0.240 -0.85
N 0.113 0.828 -0.415 -0.10
N -0.644 0.084 0.302 -0.32
C -2.062 -0.061 0.013 -0.43
C 1.402 0.683 0.147 -0.19
H 1.960 -0.866 -1.156 0.36
H 2.146 -1.242 0.416 0.35
H -2.645 0.141 0.914 0.21
H -2.247 -1.092 -0.297 0.21
H 0.175 -0.198 1.099 0.37
H -2.345 0.615 -0.792 0.23
H 1.995 1.584 0.009 0.16

=====

Which of them is most stable? Easy: run w.

=====

Run w
17
Properties=species:S:1:pos:R:3:nbo_charge:R:1 method="wB97M-V/def2-TZVPD" lumo_energy_ev="0.35 / -0.26" spin_multiplicity=1
Si 1.257 -0.054 0.054 1.97
O 2.586 -0.739 0.767 -1.09
O 1.452 0.295 -1.572 -1.08
C 0.813 1.676 0.507 -0.75
C -1.598 -0.774 -0.264 -0.46
C -1.980 0.652 0.020 -0.27
C -0.192 -1.290 0.251 -0.85
H -0.174 -1.548 1.231 0.22
H -1.584 1.393 -0.547 0.16
H 3.104 -0.089 1.359 0.51
H -1.453 -1.015 -1.383 0.20
H 0.160 2.259 -0.090 0.19
H 1.428 -0.325 -2.212 0.48
H -0.063 -2.132 -0.289 0.22
H -2.321 -1.410 0.065 0.20
H -2.646 0.839 0.860 0.18
H 1.213 2.260 1.242 0.17

=====

Run x
17
Properties=species:S:1:pos:R:3:nbo_charge:R:1 method="wB97M-V/def2-TZVPD" smiles=O[Si]1(O)CCCC1 lumo_energy_ev=0.70 spin_multiplicity=1
Si -1.465 -0.003 -0.056 2.05
O -2.407 -0.519 1.215 -1.08
O -2.451 0.593 -1.196 -1.11
C -0.184 -1.275 -0.635 -0.90
C -0.275 1.350 0.655 -0.89
C 1.130 -0.882 0.213 -0.42
C 1.221 0.589 0.269 -0.39
H -3.160 0.072 -1.665 0.52
H -1.950 -0.544 2.011 0.49
H 0.108 -1.335 -1.615 0.23
H -0.180 1.448 1.802 0.22
H 1.841 0.940 1.023 0.20
H 1.262 -1.475 1.125 0.20
H 1.895 -1.319 -0.401 0.21
H -0.438 -2.263 -0.390 0.23
H 1.668 0.984 -0.683 0.20
H -0.416 2.307 0.264 0.23

=====

Which of them is most stable? Easy: run x.